(1)
Density functional theory data (ωB97M-V with the def2-TZVPD basis set) for C22H17I2N5O3V as an isolated structure.

XYZ file:
```
50
Properties=species:S:1:pos:R:3:nbo_charge:R:1
V 0.04 -0.96 -0.09 1.2203
O 1.62 -1.70 3.71 -0.6673
C 1.36 -1.35 2.56 0.6004
N 0.17 -1.25 1.97 -0.7313
C -0.95 -1.91 2.59 -0.2730
C -1.64 -2.78 1.57 0.2568
C -2.62 -3.69 1.93 -0.2383
C -3.22 -4.47 0.95 -0.1435
C -2.82 -4.31 -0.37 -0.2572
C -1.85 -3.38 -0.65 0.0532
N -1.27 -2.63 0.29 -0.4986
C 2.50 -1.02 1.61 0.1481
C 3.78 -0.81 2.08 -0.2128
C 4.79 -0.56 1.17 -0.1461
C 4.49 -0.53 -0.19 -0.2510
C 3.19 -0.76 -0.58 0.0589
N 2.21 -1.00 0.29 -0.5105
H -1.68 -1.20 3.00 0.2036
H -0.61 -2.52 3.44 0.2394
H -2.91 -3.79 2.97 0.2268
H -3.98 -5.19 1.21 0.2230
H -3.26 -4.90 -1.17 0.2291
H -1.50 -3.20 -1.67 0.2115
H 3.94 -0.86 3.15 0.2530
H 5.80 -0.38 1.51 0.2224
H 5.26 -0.34 -0.93 0.2281
H 2.90 -0.75 -1.63 0.2198
I 1.11 6.58 -0.64 0.1496
C 0.85 4.64 -1.36 -0.1478
C 0.31 4.45 -2.62 -0.2543
C 0.11 3.15 -3.08 -0.1547
C 0.45 2.06 -2.30 -0.1900
C 1.02 2.28 -1.05 -0.1153
C 1.22 3.56 -0.57 -0.2577
C 0.09 0.67 -2.80 0.7791
O -0.43 0.55 -3.90 -0.6577
O 0.27 -0.29 -1.96 -0.8290
H 0.03 5.29 -3.23 0.2261
H -0.33 2.97 -4.06 0.2440
H 1.32 1.44 -0.43 0.1944
H 1.66 3.72 0.40 0.2260
I -3.14 4.12 1.34 0.2093
C -2.60 2.38 0.40 -0.3117
C -2.87 2.03 -0.91 -0.0274
N -2.30 0.83 -1.11 -0.3099
N -1.65 0.39 -0.01 -0.3252
C -1.84 1.33 0.91 -0.0361
H -3.40 2.54 -1.69 0.2418
H -2.19 0.33 -1.97 0.4425
H -1.41 1.21 1.89 0.2396
```

The value obtained for the HOMO energy (alpha / beta) is -7.020 / -8.810 eV. The expectation value of S² is 3.7594. The LUMO energy (alpha / beta) is 0.291 / 0.147 eV. As for the spin multiplicity: 4. As for the molar mass: 704.162 g mol⁻¹. Its energy above the lowest of the compared OMol25 structures with the same formula, charge and spin is 55.0 kJ/mol.

(2)
Density functional theory data (ωB97M-V with the def2-TZVPD basis set) for C4H5NO2 as an isolated structure.

XYZ file:
```
12
Properties=species:S:1:pos:R:3:nbo_charge:R:1
N 0.37 1.14 1.12 -0.6916
C -0.06 0.50 -0.05 -0.0463
C -1.30 0.04 -0.73 -0.4128
C -0.66 -0.89 0.24 0.0642
O 0.57 -1.54 -0.07 -0.4801
C 1.14 -0.31 -0.49 0.7169
O 2.13 -0.13 -1.13 -0.5145
H 1.09 1.81 0.92 0.3590
H 1.30 0.23 1.15 0.3065
H -2.24 0.44 -0.37 0.2491
H -1.22 -0.14 -1.79 0.2397
H -1.12 -1.15 1.19 0.2101
```

The value obtained for the HOMO energy is -9.557 eV. The LUMO energy is 0.481 eV. As for the spin multiplicity: 1. As for the molar mass: 99.089 g mol⁻¹. Its energy above the lowest of the compared OMol25 structures with the same formula, charge and spin is 475.1 kJ/mol.

(3)
Density functional theory data (ωB97M-V with the def2-TZVPD basis set) for one molecule with the formula C24H21N5O4.

XYZ file:
```
54
Properties=species:S:1:pos:R:3:nbo_charge:R:1
N -0.75 -3.99 3.06 -0.3175
C -0.35 -2.94 2.75 0.2828
C 0.00 -1.69 2.15 -0.3079
C 1.28 -1.24 1.72 -0.0788
C 1.55 0.08 1.50 -0.0709
N 2.92 0.53 1.71 0.4923
O 3.78 -0.30 2.08 -0.4263
O 3.23 1.72 1.44 -0.4796
C 0.49 1.17 1.46 -0.0974
N -0.20 1.84 0.27 -0.3837
C -0.65 3.22 0.73 -0.2330
C -0.65 4.14 -0.48 -0.4159
C 0.31 3.54 -1.50 -0.4361
C 0.31 2.02 -1.28 0.0270
C 1.61 1.47 -1.84 -0.3245
C 1.71 1.84 -3.37 -0.0043
C 2.95 2.14 -3.97 -0.2064
C 3.02 2.46 -5.33 -0.1976
C 1.87 2.49 -6.11 -0.2130
C 0.64 2.17 -5.53 -0.2202
C 0.56 1.86 -4.17 -0.1910
C 1.91 -0.01 -1.67 0.0499
C 3.05 -0.41 -0.93 -0.2295
C 3.31 -1.76 -0.69 -0.2228
C 2.52 -2.73 -1.35 -0.2031
C 1.50 -2.33 -2.24 -0.2120
C 1.17 -0.97 -2.39 -0.2433
C -0.71 0.64 2.25 0.0024
C -0.97 -0.71 2.34 0.1144
N -2.11 -1.00 3.06 -0.0705
O -2.44 0.22 3.61 -0.1796
N -1.55 1.31 3.09 0.3709
O -1.78 2.46 3.48 -0.4210
H 2.07 -1.98 1.62 0.2652
H 0.89 2.01 2.10 0.2669
H -1.08 1.34 0.09 0.4319
H 0.13 3.61 1.41 0.2281
H -1.61 3.15 1.30 0.2589
H -0.31 5.14 -0.16 0.2406
H -1.65 4.23 -0.93 0.2134
H 1.33 3.93 -1.36 0.2223
H 0.02 3.80 -2.54 0.2533
H -0.56 1.65 -1.86 0.2069
H 2.39 2.03 -1.28 0.2430
H 3.87 2.08 -3.35 0.2258
H 4.00 2.71 -5.77 0.2238
H 1.93 2.76 -7.17 0.2228
H -0.27 2.17 -6.12 0.2176
H -0.41 1.60 -3.76 0.1908
H 3.79 0.34 -0.56 0.2347
H 4.10 -2.05 0.03 0.2407
H 2.73 -3.80 -1.19 0.2239
H 0.93 -3.08 -2.83 0.2213
H 0.38 -0.67 -3.10 0.2146
```

The value obtained for the HOMO energy is -7.590 eV. Its SMILES is N#CC1=CC(=[N+]([O-])[O-])[C@@H]([N@H+]2CCC[C@H]2C(c2ccccc2)c2ccccc2)c2c1no[n+]2[O-]. The LUMO energy is -0.602 eV. As for the spin multiplicity: 1. As for the molar mass: 443.463 g mol⁻¹. Its energy above the lowest of the compared OMol25 structures with the same formula, charge and spin is 1075.0 kJ/mol.

(4)
Density functional theory data (ωB97M-V with the def2-TZVPD basis set) for C2H6FNO2S2 as an isolated structure.

XYZ file:
```
14
Properties=species:S:1:pos:R:3:nbo_charge:R:1
C -2.39 -0.08 -1.86 -0.6034
C 1.65 -0.62 1.32 -0.8841
N -0.05 -0.36 -0.80 -1.0917
O 2.43 0.36 -1.05 -0.9184
O 0.74 1.56 0.37 -1.0118
F -1.43 0.28 1.41 -0.5821
S -0.84 0.50 -1.87 1.0026
S 1.30 0.35 -0.15 2.2800
H -2.56 -0.92 -1.19 0.2426
H -3.03 0.26 -2.48 0.1987
H -0.86 1.03 1.59 0.5777
H 1.70 0.25 2.02 0.2626
H 0.82 -1.30 1.56 0.2698
H 2.51 -1.31 1.14 0.2576
```

The value obtained for the HOMO energy is -9.245 eV. The LUMO energy is -0.861 eV. As for the spin multiplicity: 1. As for the molar mass: 159.207 g mol⁻¹. Its energy above the lowest of the compared OMol25 structures with the same formula, charge and spin is 111.1 kJ/mol.

(5)
Density functional theory data (ωB97M-V with the def2-TZVPD basis set) for C27H44BrFeNOP2S as an isolated structure.

XYZ file:
```
78
Properties=species:S:1:pos:R:3:lowdin_spin:R:1
C -2.04 1.92 -6.82 0.0082
C -2.32 2.50 -5.53 0.0157
C -3.12 3.66 -5.50 0.0092
C -3.62 4.19 -6.70 -0.0004
N -3.36 3.63 -7.88 0.0040
C -2.60 2.54 -7.95 -0.0005
C -1.82 2.00 -4.31 0.1008
C -1.19 1.60 -3.32 -0.0146
C -0.11 0.91 -2.61 0.0175
C 0.06 -0.48 -2.42 -0.0057
C 1.09 -0.92 -1.58 0.0165
C 1.90 -0.01 -0.85 -0.0160
C 1.86 1.34 -1.19 0.0152
C 0.83 1.84 -2.03 -0.0189
Fe -1.18 2.08 -1.36 2.8853
P -0.14 -1.82 1.53 0.5250
H -3.35 4.17 -4.56 0.0009
H -1.42 1.05 -6.95 0.0003
H -4.25 5.08 -6.68 0.0000
H -2.42 2.13 -8.95 0.0000
H 1.02 2.82 -2.51 0.0005
H -0.62 -1.18 -2.90 -0.0010
H 2.55 2.07 -0.76 0.0016
H 1.19 -1.98 -1.35 0.0022
C 0.41 -2.52 3.15 0.0502
C -0.64 -2.83 4.21 0.0188
H 1.13 -1.79 3.54 0.0032
H 0.99 -3.43 2.91 -0.0002
H -0.14 -3.24 5.10 0.0038
H -1.17 -1.94 4.53 0.0008
H -1.36 -3.59 3.89 0.0000
C -1.71 -0.88 1.76 0.0844
C -2.85 -1.17 0.77 0.0065
H -1.42 0.17 1.64 0.0079
H -2.04 -1.01 2.80 0.0116
H -3.57 -0.34 0.82 0.0014
H -2.46 -1.22 -0.25 0.0013
H -3.39 -2.09 0.99 0.0001
C -0.61 -3.33 0.60 0.0667
C -1.49 -4.33 1.34 0.0315
H 0.34 -3.80 0.29 0.0019
H -1.10 -2.99 -0.32 -0.0001
H -1.80 -5.13 0.64 0.0067
H -0.96 -4.82 2.16 0.0003
H -2.41 -3.88 1.73 0.0004
Br 2.60 -0.40 0.84 0.1408
P 0.61 3.25 2.92 0.0024
C -0.44 1.83 3.41 0.0002
C -0.91 1.99 4.86 0.0001
H 0.13 0.89 3.28 -0.0001
H -1.30 1.81 2.73 -0.0001
H -1.79 1.37 5.06 0.0000
H -0.12 1.71 5.57 0.0000
H -1.19 3.04 5.06 0.0000
C 2.31 2.53 2.94 0.0006
C 3.32 3.58 3.40 0.0001
H 2.55 2.14 1.94 0.0005
H 2.30 1.68 3.64 0.0000
H 4.30 3.13 3.58 0.0000
H 3.44 4.37 2.65 0.0000
H 2.99 4.05 4.34 0.0000
C 0.22 3.58 1.15 0.0077
C -0.67 4.82 1.14 0.0009
H -0.28 2.70 0.71 0.0028
H 1.17 3.76 0.62 0.0002
H -0.71 5.28 0.15 0.0003
H -1.70 4.58 1.43 0.0000
H -0.29 5.57 1.86 0.0002
C 3.03 -6.14 -0.21 0.0000
S 3.63 -4.50 -0.66 0.0002
C 3.70 -4.66 -2.46 0.0000
O 2.50 -3.56 -0.37 0.0000
H 3.82 -6.87 -0.40 0.0000
H 2.13 -6.36 -0.79 0.0000
H 2.80 -6.10 0.86 0.0000
H 2.69 -4.77 -2.85 0.0000
H 4.16 -3.74 -2.84 0.0000
H 4.33 -5.52 -2.71 0.0000
```

The value obtained for the HOMO energy (alpha / beta) is -12.888 / -12.905 eV. The expectation value of S² is 6.0507. The LUMO energy (alpha / beta) is -6.533 / -8.317 eV. As for the spin multiplicity: 5. As for the molar mass: 628.419 g mol⁻¹. Its energy above the lowest of the compared OMol25 structures with the same formula, charge and spin is 62.0 kJ/mol. Its charge is +2.

(6)
Density functional theory data (ωB97M-V with the def2-TZVPD basis set) for one molecule with the formula C21H16F3N3O3.

XYZ file:
```
46
Properties=species:S:1:pos:R:3:nbo_charge:R:1
O 0.04 -2.54 0.73 -0.5966
C -0.65 -1.49 0.69 0.6677
C -0.40 -0.39 -0.28 -0.1976
C 0.85 0.33 -0.25 -0.0907
C 1.24 1.27 -1.31 -0.0498
C 2.70 1.69 -1.36 -0.0454
C 3.51 1.68 -0.29 -0.1840
C 4.85 2.14 -0.33 -0.2336
C 5.36 2.56 -1.54 0.3332
O 6.64 3.06 -1.68 -0.5207
C 6.84 4.43 -1.92 1.1750
F 8.17 4.76 -1.78 -0.3033
F 6.39 4.90 -3.10 -0.3135
F 6.08 5.19 -1.01 -0.3476
C 4.49 2.59 -2.61 -0.2585
C 3.22 2.11 -2.59 -0.1791
C 0.32 1.57 -2.28 -0.1984
C -0.90 1.00 -2.27 -0.2375
C -1.39 0.13 -1.20 0.3188
O -2.70 -0.47 -1.30 -0.5105
C -3.45 -0.43 -0.03 -0.0818
C -2.78 -0.24 1.29 -0.2600
N -1.73 -1.28 1.54 -0.4320
C -1.99 -2.31 2.45 -0.2740
C -3.34 -3.04 2.41 0.4044
N -4.23 -2.95 3.47 -0.4642
C -5.33 -3.69 3.56 0.0722
C -5.54 -4.57 2.57 -0.2897
C -4.79 -4.43 1.48 0.0684
N -3.69 -3.75 1.35 -0.4348
H 1.49 0.08 0.54 0.2042
H 3.19 1.28 0.65 0.2124
H 5.36 2.21 0.54 0.2179
H 4.90 2.89 -3.57 0.2229
H 2.59 2.19 -3.43 0.2108
H 0.68 2.17 -3.12 0.2150
H -1.57 1.23 -3.09 0.2284
H -4.23 0.37 -0.08 0.1844
H -4.05 -1.40 0.03 0.2050
H -3.63 -0.34 2.00 0.2456
H -2.35 0.78 1.36 0.2219
H -1.18 -3.02 2.46 0.2749
H -1.94 -1.83 3.45 0.2079
H -5.88 -3.79 4.50 0.2031
H -6.17 -5.46 2.59 0.2246
H -5.01 -5.15 0.77 0.1849
```

The value obtained for the HOMO energy is -8.478 eV. Its SMILES is O=C1c2cc(-c3ccc(OC(F)(F)F)cc3)ccc2OCCN1Cc1ncccn1. The LUMO energy is 0.366 eV. As for the spin multiplicity: 1. As for the molar mass: 415.371 g mol⁻¹. Its energy above the lowest of the compared OMol25 structures with the same formula, charge and spin is 199.6 kJ/mol.